Entry 1:
DFT (the ωB97M-V functional and the def2-TZVPD basis) results for a single C6H9NO molecule at a distorted geometry.

The geometry in XYZ format:
```
17
Properties=species:S:1:pos:R:3:forces:R:3:nbo_charge:R:1
C -1.993946 0.538952 0.125638 -2.185 0.351 -0.180 -0.229
C -0.400698 -0.684690 -0.331285 -1.871 0.795 -3.301 -0.059
C -0.497081 0.656225 0.369205 -0.023 -0.164 0.109 0.030
C 1.547103 0.482831 -0.457101 0.337 -4.820 3.788 0.114
C 1.800254 -0.468821 0.739755 4.614 0.707 2.487 -0.475
C 1.026756 -1.099742 -0.250496 -0.835 -0.124 -2.130 -0.258
H -2.757193 0.835098 0.887917 1.008 0.385 -0.387 0.193
H -2.252659 0.944521 -0.816669 -0.529 0.698 -1.218 0.176
H -2.574406 -1.332340 -0.426541 -3.761 -3.176 -4.121 0.355
H -0.369134 -0.343199 -1.526829 -1.104 -0.831 2.661 0.168
H -0.555085 0.757818 1.464321 1.503 -0.601 -0.194 0.197
H 2.311577 0.876638 -0.979454 2.598 0.451 -2.109 0.198
H 2.856843 -0.971058 0.782340 -1.800 1.332 0.009 0.216
H 1.491885 -0.185124 1.760689 -0.117 -0.224 -0.692 0.224
H 1.528151 -1.926920 -0.771595 -0.826 0.452 -0.201 0.237
N -1.929375 -0.921541 0.061777 7.286 3.266 4.673 -0.600
O 0.616416 1.405853 -0.247614 -4.295 1.504 0.805 -0.486
```
Positions in Å, forces in eV/Å.

Computed properties:
Calculated total energy (Eh): -363.795099
Gap between HOMO and LUMO (Eh): 0.3474
Max |F| (eV/A): 9.3
Structure (SMILES): C1[C@H]2[C@H]3NC[C@@H]3O[C@@H]12
Highest occupied orbital energy (eV): -8.3
Lowest unoccupied orbital energy (eV): 1.12

Entry 2:
DFT (the ωB97M-V functional and the def2-TZVPD basis) results for 2 unconnected molecules or ions with the total composition C6H9NO2.

The geometry in XYZ format:
```
18
Properties=species:S:1:pos:R:3:forces:R:3:nbo_charge:R:1
C 1.098622 2.162905 0.503484 -0.194 0.420 0.027 0.526
C 0.044291 0.958008 -1.267040 -0.665 0.462 0.025 0.425
C -2.203612 -1.904470 -0.187223 -0.128 0.221 -0.126 -0.738
C 2.239111 0.135030 -0.319452 -0.016 0.080 0.080 -0.601
C -1.462952 -1.538997 1.053516 0.192 -0.410 -0.029 0.454
C 1.154492 1.179691 -0.367500 0.388 -0.857 0.027 -0.361
N 1.129276 3.161209 1.171711 0.247 0.415 -0.146 -0.605
O -0.091719 -0.028489 -1.957499 0.152 -0.055 -0.055 -0.574
O -1.413677 -0.440296 1.537532 -0.038 0.226 0.066 -0.538
H -0.720962 1.758805 -1.269397 0.010 -0.063 -0.060 0.116
H -1.514142 -1.770174 -1.024127 0.034 -0.053 -0.060 0.272
H -2.528477 -2.940742 -0.166953 -0.024 -0.091 0.025 0.221
H -3.044403 -1.234184 -0.344762 -0.060 0.043 -0.016 0.233
H 2.756745 0.147250 0.636423 0.084 -0.030 -0.013 0.217
H 2.956726 0.295892 -1.121950 0.082 -0.049 -0.023 0.222
H 1.777302 -0.838455 -0.470138 0.064 -0.074 0.015 0.232
H -0.896623 -2.379376 1.508271 0.054 0.105 0.100 0.095
H 0.720003 3.276392 2.085104 -0.182 -0.290 0.163 0.404
```
Positions in Å, forces in eV/Å.

Computed properties:
Calculated total energy (Eh): -439.198016
Gap between HOMO and LUMO (Eh): 0.3642
Max |F| (eV/A): 0.9
Structure (SMILES): CC(=C=N)C=O.CC=O
Highest occupied orbital energy (eV): -9.1
Lowest unoccupied orbital energy (eV): 0.81

Entry 3:
DFT (the ωB97M-V functional and the def2-TZVPD basis) results for a single C6H9NO2 molecule at a distorted geometry.

The geometry in XYZ format:
```
18
Properties=species:S:1:pos:R:3:forces:R:3:nbo_charge:R:1
C -0.476703 -2.162249 0.099594 -0.865 0.452 0.364 0.615
C -0.850714 -1.299667 1.325418 2.000 1.870 -1.093 -0.487
C -0.987294 0.196293 0.844517 1.299 0.943 -0.067 -0.447
C 1.342430 0.713016 -0.514524 2.359 3.315 1.132 -0.480
C 0.243019 1.565981 -1.203719 -0.841 1.027 -1.374 -0.477
C -0.033245 0.418788 -0.324141 -1.981 -3.028 -0.151 0.243
N -0.611911 -1.438986 -1.103032 1.535 1.160 2.125 -0.167
O -0.075031 -3.328956 0.121580 -0.266 1.310 0.203 -0.619
O 0.218042 -2.071852 -1.997218 0.415 -0.574 -0.737 -0.573
H -1.750286 -1.475858 1.819885 -1.414 -1.242 0.791 0.237
H -0.003269 -1.349285 2.057032 -0.734 -0.153 -0.625 0.233
H -1.924897 0.459637 0.332650 -0.219 -0.473 0.847 0.234
H -0.794496 0.948661 1.712340 -0.340 -1.231 -1.509 0.232
H 2.030443 0.210282 -1.174295 -0.241 -0.531 -0.097 0.260
H 1.911569 1.353569 0.280721 -1.069 -1.655 -1.089 0.229
H -0.051763 2.636281 -0.924757 0.615 -1.754 0.389 0.234
H 0.115135 1.548407 -2.321012 0.280 -0.747 1.226 0.250
H 0.526426 -2.926700 -1.536349 -0.532 1.310 -0.334 0.481
```
Positions in Å, forces in eV/Å.

Computed properties:
Calculated total energy (Eh): -439.087841
Gap between HOMO and LUMO (spin up / spin down) (Eh): 0.3130 / 0.3129
Max |F| (eV/A): 4.2
Highest occupied orbital energy (spin up / spin down) (eV): -8.6 / -8.6
Lowest unoccupied orbital energy (spin up / spin down) (eV): -0.07 / -0.07

Entry 4:
DFT (the ωB97M-V functional and the def2-TZVPD basis) results for 2 unconnected molecules or ions with the total composition C6H9NO2 at a distorted geometry.

The geometry in XYZ format:
```
18
Properties=species:S:1:pos:R:3:forces:R:3:nbo_charge:R:1
C 1.570139 0.173263 0.388049 0.018 0.051 0.020 -0.432
N 0.230439 0.536837 -0.088216 -0.230 5.556 4.534 -0.398
C -0.496204 1.843439 1.246594 0.541 1.001 -0.135 0.819
C -0.775290 -0.287255 -0.088907 0.520 -3.918 -6.175 0.227
C -0.138300 -1.044468 -1.672972 -1.946 -0.291 2.742 -0.177
C -2.056749 -0.481525 0.136571 -0.053 0.258 1.026 -0.504
C 0.683370 -2.076753 -1.688167 -0.162 -0.234 -0.150 -0.438
O 0.550427 2.542061 1.774311 -0.157 -0.560 -0.317 -0.715
O -1.622859 2.188596 1.525339 1.337 -1.472 -1.073 -0.603
H 0.153446 3.229444 2.348621 0.126 -0.326 -0.285 0.495
H -0.721027 -0.677457 -2.509416 0.073 -0.027 0.034 0.205
H 2.023811 1.024816 0.891433 -0.262 -0.027 0.005 0.242
H 1.544302 -0.677863 1.070802 0.128 -0.027 -0.085 0.191
H 2.198043 -0.016280 -0.483356 -0.147 -0.272 0.020 0.219
H -2.592293 -1.283513 -0.352926 0.164 0.081 -0.032 0.228
H -2.559485 0.121153 0.884310 -0.101 -0.128 -0.087 0.238
H 1.248918 -2.393312 -0.818257 -0.245 -0.077 0.063 0.197
H 0.759314 -2.721185 -2.563812 0.395 0.414 -0.105 0.207
```
Positions in Å, forces in eV/Å.

Computed properties:
Calculated total energy (Eh): -439.058407
Gap between HOMO and LUMO (Eh): 0.3144
Max |F| (eV/A): 7.3
Highest occupied orbital energy (eV): -8.3
Lowest unoccupied orbital energy (eV): 0.23

Entry 5:
DFT (the ωB97M-V functional and the def2-TZVPD basis) results for a single C6H9NO2 molecule at a distorted geometry.

The geometry in XYZ format:
```
18
Properties=species:S:1:pos:R:3:forces:R:3:nbo_charge:R:1
C 1.063964 1.211310 0.607993 3.448 0.512 0.556 -0.393
C 0.311413 2.260132 0.875581 -2.176 -0.922 -0.848 0.153
C 0.830651 -0.134766 0.655753 0.396 -0.233 -0.542 0.239
C -1.618709 0.985120 1.018502 -0.430 -0.409 -0.194 0.459
C 0.545207 -0.686959 -1.781960 -1.328 1.919 2.082 -0.412
C 0.332120 -2.362698 -0.017109 -0.865 -2.054 2.075 -0.404
N 0.415447 -0.969844 -0.288528 -1.378 -1.668 -2.962 -0.489
O -1.111748 2.208314 0.840985 0.208 0.405 1.043 -0.537
O -2.935261 0.991991 1.097905 -0.203 1.615 0.516 -0.682
H 2.176748 1.509271 0.480035 -1.385 -0.079 0.493 0.195
H 0.761282 3.186594 1.018527 -0.106 1.797 0.062 0.196
H -0.534518 -0.525799 -2.225777 2.224 -0.838 0.559 0.212
H 1.036074 0.328144 -1.803872 -0.227 -1.208 -0.542 0.211
H 1.166989 -1.511685 -2.151344 -0.383 0.456 -0.630 0.201
H 1.145276 -2.948460 -0.495072 -0.241 0.291 0.090 0.174
H 0.466911 -2.452294 1.094520 0.022 -0.214 -0.945 0.215
H -0.654690 -2.971589 -0.191621 1.381 1.654 -0.220 0.195
H -3.397156 1.883220 1.265480 1.043 -1.024 -0.592 0.468
```
Positions in Å, forces in eV/Å.

Computed properties:
Calculated total energy (Eh): -438.969524
Gap between HOMO and LUMO (spin up / spin down) (Eh): 0.2211 / 0.2994
Max |F| (eV/A): 3.7
Multiplicity: 3
Highest occupied orbital energy (spin up / spin down) (eV): -5.2 / -8.6
Lowest unoccupied orbital energy (spin up / spin down) (eV): 0.81 / -0.48
<S²>: 2.03

Entry 6:
DFT (the ωB97M-V functional and the def2-TZVPD basis) results for 2 unconnected molecules or ions with the total composition C6H9NOS at a distorted geometry.

The geometry in XYZ format:
```
18
Properties=species:S:1:pos:R:3:forces:R:3:nbo_charge:R:1
C -1.353941 1.358545 0.796112 3.307 1.131 -1.253 0.060
C -0.259180 1.458954 0.224860 -3.607 1.747 3.344 -0.038
C -2.307409 0.283210 0.618500 0.468 -0.258 0.249 -0.467
C -1.411432 -0.844678 0.166020 1.760 0.057 -0.524 -0.380
C -0.339221 -0.435241 -0.927584 -0.394 -4.132 1.436 -0.416
C 0.606311 0.641045 -0.487274 1.426 2.924 -5.607 -0.533
N 3.134723 -0.170077 -0.722269 -2.730 0.618 0.773 -1.115
O 1.829176 -0.681011 1.510617 -0.659 0.039 -0.835 -0.939
S 2.050439 0.180079 0.355668 4.939 0.938 1.484 1.826
H -2.716112 -0.159890 1.483633 -1.313 0.386 1.195 0.233
H -3.006463 0.589876 -0.117123 -1.077 0.020 -0.522 0.228
H -0.874243 -1.213066 1.059097 -0.132 0.071 -0.457 0.222
H -2.061779 -1.623332 -0.168405 -0.147 -0.827 -0.590 0.219
H 0.192149 -1.408391 -1.129900 -0.151 1.030 -0.080 0.246
H -0.844911 -0.170174 -1.808585 -0.505 0.593 -1.213 0.226
H 0.968492 1.350576 -1.720581 -0.440 -2.297 3.829 0.276
H 3.884374 -0.620940 -0.232748 0.612 -0.322 0.334 0.372
H 2.509032 1.464517 1.099962 -1.357 -1.720 -1.563 -0.020
```
Positions in Å, forces in eV/Å.

Computed properties:
Calculated total energy (Eh): -761.929303
Gap between HOMO and LUMO (Eh): 0.3506
Max |F| (eV/A): 6.5
Highest occupied orbital energy (eV): -9.5
Lowest unoccupied orbital energy (eV): 0.02

Entry 7:
DFT (the ωB97M-V functional and the def2-TZVPD basis) results for a single C6H9NS molecule at a distorted geometry.

The geometry in XYZ format:
```
17
Properties=species:S:1:pos:R:3:forces:R:3:nbo_charge:R:1
C 1.210774 -1.625771 -0.597026 0.772 0.757 -2.322 -0.675
C 0.203944 -0.899115 0.214423 -0.999 0.071 0.424 -0.128
C -0.118663 0.411697 0.159973 0.988 -1.140 -0.615 -0.147
C -0.934089 1.076913 1.155204 -0.953 1.020 0.087 -0.218
C -0.964345 0.773035 2.435347 -0.950 -0.158 0.938 -0.351
C 0.473363 1.287466 -0.876209 -0.245 -0.238 -1.403 0.078
H 0.809301 -2.534097 -1.113950 0.123 0.633 0.618 0.227
H 2.086707 -1.956738 0.012743 -0.601 0.398 -0.496 0.236
H 1.528444 -0.912613 -1.473395 -0.042 -1.475 1.715 0.229
H -0.387680 -1.521422 0.888968 0.265 0.210 0.245 0.202
H -1.545670 1.929819 0.872521 0.138 -0.020 -0.449 0.211
H -1.655450 1.257741 3.159916 0.749 -0.318 -0.687 0.208
H -0.403434 -0.078885 2.748816 0.440 -0.327 0.605 0.189
H 1.106233 2.083719 -0.527816 0.356 0.393 0.089 0.189
H -0.929494 -0.740145 -1.979401 -0.258 -0.142 0.160 0.089
N 0.296469 1.256336 -2.154328 -0.275 0.161 1.144 -0.539
S -0.776410 0.192059 -2.925787 0.492 0.176 -0.053 0.200
```
Positions in Å, forces in eV/Å.

Computed properties:
Calculated total energy (Eh): -686.877574
Gap between HOMO and LUMO (Eh): 0.3482
Max |F| (eV/A): 2.6
Structure (SMILES): C=CC(/C=N\S)=C/C
Highest occupied orbital energy (eV): -8.9
Lowest unoccupied orbital energy (eV): 0.61

Entry 8:
DFT (the ωB97M-V functional and the def2-TZVPD basis) results for a single C6H9NS molecule at a distorted geometry.

The geometry in XYZ format:
```
17
Properties=species:S:1:pos:R:3:forces:R:3:nbo_charge:R:1
C -1.321676 -1.040345 -0.090373 -2.025 -0.204 -1.427 -0.233
C -0.004136 -0.252379 -0.249757 -2.497 -2.965 1.749 0.021
C 0.471609 0.650053 -1.038156 -0.522 2.765 -4.457 -0.243
C 1.505446 1.416457 -0.410270 3.258 1.066 2.939 -0.303
C 1.853338 0.689762 0.987651 -1.201 0.513 -1.698 -0.353
C 0.778614 -0.329369 1.028420 -2.879 0.000 2.953 -0.455
H -2.630571 0.195241 -1.101479 -0.955 -0.796 -0.211 0.366
H -3.249397 -1.502544 -1.118459 1.184 1.541 0.464 0.386
H -1.143502 -2.101299 -0.223027 0.345 -0.279 0.552 0.209
H -1.733571 -0.832453 0.956106 0.830 -0.354 -1.211 0.180
H 0.268460 1.024840 -2.131858 -0.499 -1.192 2.322 0.237
H 1.582005 2.544616 -0.454120 -0.049 -1.601 -0.225 0.248
H 2.139126 1.155049 1.911038 0.022 0.552 0.051 0.236
H 0.941442 -1.309997 1.548864 0.381 0.483 -1.216 0.243
H -0.077266 0.034348 1.735984 1.611 -0.010 -0.477 0.209
N -2.460725 -0.811769 -1.117289 2.031 0.166 0.807 -0.881
S 3.080806 0.469787 -0.233276 0.965 0.314 -0.915 0.135
```
Positions in Å, forces in eV/Å.

Computed properties:
Calculated total energy (Eh): -686.860466
Gap between HOMO and LUMO (Eh): 0.3418
Max |F| (eV/A): 5.3
Structure (SMILES): NCC1=C[C@@H]2S[C@@H]2C1
Highest occupied orbital energy (eV): -8.4
Lowest unoccupied orbital energy (eV): 0.92

The highest calculated total energy belongs to which entry?
C6H9NO

Repeat the eighth record exactly.
DFT (the ωB97M-V functional and the def2-TZVPD basis) results for a single C6H9NS molecule at a distorted geometry.

The geometry in XYZ format:
```
17
Properties=species:S:1:pos:R:3:forces:R:3:nbo_charge:R:1
C -1.321676 -1.040345 -0.090373 -2.025 -0.204 -1.427 -0.233
C -0.004136 -0.252379 -0.249757 -2.497 -2.965 1.749 0.021
C 0.471609 0.650053 -1.038156 -0.522 2.765 -4.457 -0.243
C 1.505446 1.416457 -0.410270 3.258 1.066 2.939 -0.303
C 1.853338 0.689762 0.987651 -1.201 0.513 -1.698 -0.353
C 0.778614 -0.329369 1.028420 -2.879 0.000 2.953 -0.455
H -2.630571 0.195241 -1.101479 -0.955 -0.796 -0.211 0.366
H -3.249397 -1.502544 -1.118459 1.184 1.541 0.464 0.386
H -1.143502 -2.101299 -0.223027 0.345 -0.279 0.552 0.209
H -1.733571 -0.832453 0.956106 0.830 -0.354 -1.211 0.180
H 0.268460 1.024840 -2.131858 -0.499 -1.192 2.322 0.237
H 1.582005 2.544616 -0.454120 -0.049 -1.601 -0.225 0.248
H 2.139126 1.155049 1.911038 0.022 0.552 0.051 0.236
H 0.941442 -1.309997 1.548864 0.381 0.483 -1.216 0.243
H -0.077266 0.034348 1.735984 1.611 -0.010 -0.477 0.209
N -2.460725 -0.811769 -1.117289 2.031 0.166 0.807 -0.881
S 3.080806 0.469787 -0.233276 0.965 0.314 -0.915 0.135
```
Positions in Å, forces in eV/Å.

Computed properties:
Calculated total energy (Eh): -686.860466
Gap between HOMO and LUMO (Eh): 0.3418
Max |F| (eV/A): 5.3
Structure (SMILES): NCC1=C[C@@H]2S[C@@H]2C1
Highest occupied orbital energy (eV): -8.4
Lowest unoccupied orbital energy (eV): 0.92